19
Properties=species:S:1:pos:R:3:lowdin_charge:R:1 method="wB97M-V/def2-TZVPD" gap_ha="0.2602 / 0.2528" de_lowest_kj_mol=472.28 total_charge=+1 lumo_ev="-6.1 / -6.1"
C -1.28536 -0.09090 0.44211 -0.31
C -1.02144 0.24791 -0.89977 0.00
N 1.36665 1.45965 1.86353 0.11
N 0.26971 0.96639 2.21220 0.09
N -0.73665 0.40204 1.53301 0.08
N -2.24045 -1.03396 0.70011 0.15
N -1.48553 -0.28987 -2.07218 0.21
N 2.20916 1.42570 1.03280 -0.11
N 2.48975 -0.53757 -0.95212 -0.54
O 3.20015 1.90264 0.72623 0.26
O 1.69012 0.10212 -0.10186 -0.05
O 3.57892 -0.72540 -0.54624 0.13
O 2.05025 -0.91818 -1.97214 0.12
H -0.28481 0.89579 -0.99701 0.07
H -1.40684 0.19934 2.38221 0.22
H -2.72823 -1.57923 0.01336 0.11
H -2.37750 -1.46138 1.68552 0.18
H -2.22673 -0.98020 -2.11828 0.13
H -1.06119 0.01511 -2.93148 0.14